{
  "formula": "C22H20MnN5O2S",
  "method": "the ωB97M-V functional and the def2-TZVPD basis",
  "total_charge": 1,
  "e_homo_ha": [-0.34099, -0.34096],
  "e_tot_ev": -76834.756,
  "multiplicity": 2,
  "lumo_ev": [-3.402, -3.915],
  "gap_ev": [5.877, 5.363],
  "species": ["Mn", "O", "C", "N", "C", "O", "C", "C", "C", "C", "C", "N", "C", "C", "C", "C", "C", "N", "H", "H", "H", "H", "H", "H", "H", "H", "C", "C", "C", "C", "C", "C", "H", "H", "H", "H", "H", "H", "C", "N", "C", "C", "N", "C", "S", "H", "H", "H", "H", "H", "H"],
  "xyz": [[-1.092, -0.916, -1.597], [-1.031, 2.233, 0.903], [-0.764, 1.363, 0.114], [-1.093, 0.024, 0.139], [-1.133, -0.636, 1.322], [-1.229, -0.186, 2.448], [-0.883, -2.101, 1.108], [-1.034, -3.011, 2.140], [-0.731, -4.337, 1.898], [-0.275, -4.703, 0.639], [-0.162, -3.730, -0.335], [-0.459, -2.446, -0.116], [0.090, 1.633, -1.099], [0.638, 2.879, -1.345], [1.475, 3.023, -2.433], [1.733, 1.922, -3.239], [1.116, 0.724, -2.950], [0.307, 0.573, -1.893], [-1.373, -2.651, 3.100], [-0.839, -5.078, 2.678], [-0.003, -5.723, 0.410], [0.200, -3.980, -1.325], [0.402, 3.686, -0.667], [1.930, 3.979, -2.653], [2.401, 1.985, -4.087], [1.287, -0.153, -3.561], [-2.331, -2.739, -2.297], [-3.113, -1.843, -1.564], [-3.250, -0.506, -2.011], [-2.533, -0.080, -3.118], [-1.566, -0.933, -3.714], [-1.492, -2.280, -3.320], [-2.290, -3.772, -1.980], [-3.672, -2.173, -0.700], [-3.901, 0.173, -1.477], [-2.617, 0.949, -3.442], [-0.944, -0.563, -4.516], [-0.819, -2.948, -3.839], [4.004, 2.783, 2.781], [2.629, 2.576, 3.190], [1.959, 3.294, 4.160], [0.701, 2.801, 4.224], [0.624, 1.794, 3.296], [1.808, 1.647, 2.642], [2.177, 0.559, 1.420], [4.504, 3.365, 3.550], [4.040, 3.312, 1.829], [4.489, 1.816, 2.665], [2.437, 4.079, 4.716], [-0.133, 3.077, 4.841], [-0.193, 1.239, 3.066]]
}